1.
Entry from the OMol25 dataset: a molecular structure, C40H56AsBN9O4PbSe2Te (wB97M-V/def2-TZVPD).

Geometry as XYZ:
```
115
Properties=species:S:1:pos:R:3:forces:R:3
Pb 1.59436 -0.51553 -0.40902 -0.6 0.5 -0.4
C 0.32708 -3.37414 -3.04685 -0.2 -0.2 0.2
C 1.25236 -2.61390 -3.77443 0.0 -0.1 0.2
N 2.40956 -2.56465 -3.14925 0.6 0.5 -0.5
N 2.26792 -3.27050 -2.02022 -0.5 0.0 0.2
C 1.02215 -3.77648 -1.93006 -0.1 0.0 -0.1
B 3.46682 -3.47128 -1.11446 -0.1 0.2 0.0
N 4.41379 -2.29713 -1.38272 0.6 -0.3 -0.2
C 5.58670 -2.25177 -2.03162 0.2 0.1 -0.2
C 5.98676 -0.93543 -2.10755 0.1 -0.1 0.0
C 4.95954 -0.22727 -1.48284 0.1 -0.1 -0.1
N 4.03010 -1.06055 -1.05541 -0.2 0.6 0.2
N 3.12227 -3.40089 0.39913 -0.1 -0.5 -0.1
C 3.56280 -4.21411 1.37595 0.0 0.0 0.3
C 3.37041 -3.58213 2.58667 0.0 -0.2 -0.1
C 2.79152 -2.35901 2.24908 0.1 -0.1 -0.1
N 2.64096 -2.27889 0.94037 -0.2 0.4 0.4
N 4.08745 -4.84088 -1.38510 0.6 0.0 0.0
C 5.30661 -5.32169 -1.05664 0.2 -0.2 0.0
C 5.31187 -6.67597 -1.29941 0.1 0.1 0.1
C 4.02168 -6.93675 -1.78246 0.1 0.2 0.1
N 3.30537 -5.83221 -1.82161 -0.8 -0.2 -0.2
H -0.68710 -3.60147 -3.31146 -0.2 0.0 0.0
H 1.11752 -2.09833 -4.70676 0.0 0.1 -0.1
H 0.73717 -4.38133 -1.09424 -0.1 -0.1 0.2
H 6.05109 -3.13271 -2.42782 0.0 -0.2 0.0
H 6.88849 -0.55180 -2.54095 0.1 0.1 -0.1
H 4.84022 0.83105 -1.34598 0.0 0.0 0.0
H 3.98701 -5.17722 1.16740 0.0 -0.1 -0.1
H 3.60826 -3.95653 3.56133 0.1 -0.1 0.2
H 2.50072 -1.53769 2.86963 -0.2 0.2 0.1
H 6.07739 -4.68627 -0.66610 0.1 0.1 0.1
H 6.11066 -7.37383 -1.14182 0.2 0.0 0.0
H 3.58600 -7.86929 -2.08438 -0.1 -0.2 -0.1
O -3.62654 4.44337 -4.61339 0.1 0.1 -0.5
C -3.51263 3.71590 -3.40673 0.1 -0.3 0.6
C -2.06807 3.59179 -2.86857 0.0 0.1 -0.2
C -1.34829 4.95470 -2.99751 0.4 -0.3 -0.1
O -2.16424 6.07011 -2.75886 -0.5 0.3 0.2
C -2.14707 3.15909 -1.40086 0.2 -0.3 0.3
Se -0.58212 2.02181 -0.79297 -0.5 0.7 -0.7
C -1.32436 2.52847 -3.66994 0.3 -0.2 0.2
Se 0.48964 2.25590 -2.90021 -0.7 0.1 -0.6
H -3.14248 3.98192 -5.30852 0.0 0.0 0.1
H -3.93311 2.70807 -3.51941 0.0 0.1 0.1
H -4.12718 4.26258 -2.68753 0.0 -0.1 0.0
H -0.88589 5.02295 -3.99346 0.0 0.0 0.1
H -0.54833 5.01922 -2.25781 0.0 -0.1 -0.1
H -2.88166 6.03956 -3.40484 0.1 0.1 0.0
H -3.04551 2.56937 -1.21177 0.0 -0.1 0.0
H -2.17232 4.03693 -0.75577 0.0 0.0 0.0
H -1.21556 2.78837 -4.72516 0.0 0.1 0.0
H -1.86262 1.57934 -3.58984 0.1 0.0 -0.1
C 1.27851 2.24311 3.24163 0.3 0.0 -0.1
C 1.68614 1.48262 1.97016 -0.3 -0.2 0.6
O 2.82401 1.82348 1.49210 0.8 0.3 -0.2
N 0.92731 0.55487 1.50681 0.1 -0.7 -0.4
Te -1.42346 0.86134 2.07301 -1.0 0.1 0.8
C -3.62368 1.19521 2.59054 0.2 -0.1 -0.1
C -4.15162 2.48840 2.49308 0.2 0.0 -0.1
C -3.38652 3.64010 1.89877 0.1 0.0 0.0
C -5.42873 2.78308 2.96040 -0.1 -0.1 0.1
C -6.22933 1.81965 3.54426 0.0 0.1 -0.1
C -7.59687 2.14219 4.07552 0.1 0.0 0.0
C -5.71091 0.53973 3.65060 -0.1 0.1 0.0
C -4.44031 0.22733 3.19288 0.1 -0.1 0.0
C -3.95565 -1.17583 3.38514 -0.1 -0.1 0.0
C -1.63081 -1.12116 1.31835 0.1 0.2 0.0
C -0.94846 -2.16324 1.94784 0.1 0.0 0.1
C -0.24858 -1.96521 3.25664 0.1 0.0 0.0
C -0.97666 -3.43641 1.39404 0.0 0.0 0.0
C -1.70397 -3.72000 0.24930 -0.1 0.0 0.0
C -1.76963 -5.11418 -0.30792 0.0 0.1 0.0
C -2.40486 -2.68163 -0.34392 0.0 -0.1 0.2
C -2.38383 -1.39316 0.17756 -0.1 0.0 -0.2
C -3.20265 -0.34104 -0.50683 0.0 0.1 -0.1
H 2.14491 2.79577 3.60092 0.0 0.1 0.0
H 0.94203 1.54684 4.00831 -0.1 0.0 0.0
H 0.46867 2.94432 3.03503 -0.1 0.0 0.1
H -2.42460 3.32080 1.50329 0.0 0.2 0.0
H -3.22227 4.40603 2.65676 0.1 0.1 0.0
H -3.96491 4.09619 1.09556 0.0 0.1 -0.1
H -5.79667 3.79823 2.87060 -0.1 0.1 0.0
H -8.03544 2.98730 3.54743 -0.1 0.0 0.0
H -7.53920 2.39776 5.13514 -0.1 0.0 0.1
H -8.25770 1.28253 3.97674 -0.1 0.0 0.0
H -6.31065 -0.23267 4.11647 -0.1 -0.1 0.0
H -4.60521 -1.71796 4.07039 0.0 -0.1 0.1
H -2.94574 -1.15707 3.78635 0.1 -0.1 0.0
H -3.93036 -1.71258 2.43892 0.1 -0.1 0.0
H 0.29039 -1.02113 3.24641 0.1 0.0 0.1
H 0.44740 -2.77808 3.45089 0.0 -0.1 0.0
H -0.98121 -1.93937 4.06631 0.0 0.1 0.1
H -0.42494 -4.22864 1.88422 0.1 -0.1 0.1
H -1.06722 -5.76766 0.20520 0.1 -0.1 0.0
H -1.53481 -5.11280 -1.37102 0.0 -0.1 -0.1
H -2.77015 -5.53296 -0.18452 0.0 0.0 0.0
H -2.99890 -2.88534 -1.22634 -0.1 0.0 -0.1
H -4.14938 -0.75404 -0.85310 -0.1 0.0 0.0
H -2.65755 0.04561 -1.36914 0.0 0.1 0.0
H -3.40108 0.48206 0.17702 -0.1 0.0 -0.2
C 3.65780 3.97988 -2.05958 -0.1 -0.1 0.0
As 3.13478 2.93242 -0.45721 0.5 1.5 0.2
C 4.88477 2.97669 0.43752 -0.3 -0.1 0.0
C 1.86587 4.23177 0.24446 0.1 -0.2 0.1
O 2.45688 1.62599 -1.22224 0.1 -0.9 0.0
H 3.98601 4.99170 -1.81215 0.0 0.0 0.1
H 2.79780 4.04268 -2.72441 0.0 0.0 0.0
H 4.45694 3.46956 -2.59867 0.0 -0.1 0.1
H 5.63012 3.48207 -0.17606 -0.1 -0.1 -0.1
H 5.19252 1.96531 0.68898 0.0 0.0 0.0
H 4.73207 3.52277 1.36483 0.0 0.0 0.0
H 2.38343 5.14330 0.54010 0.2 0.0 0.0
H 1.32664 3.81670 1.08791 0.0 0.1 0.0
H 1.16234 4.45396 -0.55851 0.1 0.0 0.0
```
Forces are in eV/Å.

The value obtained for the total energy is -268741.91605 eV. The energy relative to the best compared isomer or geometry (same formula, charge and spin) is 0.00 kJ/mol. Its largest force on an atom is 0.0318 Eh/bohr. Its net charge is -1. The HOMO-LUMO gap comes out at 6.58 eV.



2.
Entry from the OMol25 dataset: a molecular structure, C47H52AsF6O3P3Pt (wB97M-V/def2-TZVPD).

Geometry as XYZ:
```
113
Properties=species:S:1:pos:R:3:forces:R:3
Pt -0.12980 -0.32461 -0.22048 -0.5 1.2 -0.5
C -3.42028 0.62826 -0.13781 0.3 -0.1 -0.2
C -2.77346 1.94760 -0.52544 0.1 -0.3 -0.1
P -1.26408 1.67764 -1.54490 -0.8 0.2 0.5
C -1.87117 0.67924 -2.97367 0.5 -0.2 0.3
C -0.98842 -0.19345 -3.60043 0.1 0.0 0.0
C -1.38404 -0.88930 -4.73378 -0.1 0.0 -0.1
C -2.67360 -0.74154 -5.22050 0.1 0.0 0.0
C -3.55371 0.13241 -4.59455 -0.1 0.0 0.0
C -3.15508 0.85740 -3.48370 0.0 0.0 0.0
C -1.10575 3.29110 -2.34639 0.4 0.0 -0.1
C -0.67821 3.34317 -3.67051 0.1 -0.1 0.2
C -0.56647 4.56311 -4.31316 0.0 0.1 -0.1
C -0.88690 5.73406 -3.64476 0.0 -0.1 0.1
C -1.34318 5.68165 -2.33218 0.0 0.1 -0.1
C -1.45162 4.46995 -1.68210 0.1 -0.3 0.2
P -2.25212 -0.37150 0.84554 1.0 0.1 0.2
C -2.03672 0.54424 2.39735 0.5 -0.1 -0.1
C -0.79580 0.46731 3.02624 -0.2 -0.1 0.0
C -0.60615 1.01100 4.28748 -0.2 -0.2 0.1
C -1.64889 1.68599 4.90257 0.1 -0.1 0.0
C -2.87452 1.80651 4.26176 -0.1 0.1 0.0
C -3.07915 1.22752 3.02050 -0.1 0.0 -0.1
C -3.23232 -1.80170 1.36663 0.4 -0.3 -0.3
C -3.09639 -2.30785 2.65935 0.0 0.2 0.0
C -3.86695 -3.38298 3.06755 0.0 0.0 0.0
C -4.76888 -3.96850 2.18959 0.1 0.1 0.0
C -4.87820 -3.49286 0.89010 -0.1 -0.1 0.0
C -4.10592 -2.42204 0.47308 0.1 0.1 0.0
H -3.67803 0.05920 -1.03327 -0.1 0.0 0.1
H -4.33351 0.78398 0.43820 0.0 -0.1 0.1
H -2.47458 2.50673 0.36031 0.0 0.1 0.0
H -3.46253 2.56410 -1.10242 0.0 0.0 0.0
H 0.02675 -0.29687 -3.23521 0.0 0.0 -0.1
H -0.67665 -1.52808 -5.24567 0.0 0.0 0.0
H -2.99126 -1.29044 -6.09664 0.0 0.0 0.0
H -4.55334 0.26798 -4.98600 0.0 0.0 0.0
H -3.83956 1.57293 -3.04551 0.0 0.0 0.0
H -0.40534 2.43549 -4.18931 0.1 0.0 0.0
H -0.21018 4.59844 -5.33347 0.0 0.0 0.0
H -0.75986 6.69038 -4.13377 -0.1 0.0 0.0
H -1.59735 6.59555 -1.81215 0.0 0.0 0.0
H -1.77219 4.44669 -0.64744 0.0 0.0 0.0
H 0.01897 -0.01775 2.50830 0.0 0.1 0.1
H 0.35262 0.90780 4.77866 0.0 0.1 0.0
H -1.50523 2.12145 5.88243 0.0 0.0 0.0
H -3.67991 2.34588 4.74189 0.0 0.0 0.0
H -4.05081 1.30958 2.54923 0.0 0.0 0.0
H -2.40315 -1.84774 3.35245 0.0 0.0 0.0
H -3.77050 -3.76107 4.07640 0.0 0.0 0.0
H -5.38712 -4.79310 2.51726 0.0 0.0 0.0
H -5.57074 -3.95616 0.20045 0.0 0.0 0.0
H -4.19087 -2.06839 -0.54700 0.0 0.0 0.0
C -0.30667 -4.18693 1.61795 0.1 0.0 -0.1
C 0.99260 -3.38250 1.70882 -0.3 0.2 0.0
C 2.20324 -4.29888 1.89907 0.0 0.0 -0.1
C 0.90168 -2.45708 2.92759 0.0 0.0 -0.1
P 1.19759 -2.30016 0.17916 -0.3 -0.4 0.2
C 2.83613 -1.55407 0.39387 -0.3 0.4 0.1
C 2.86178 -0.22975 0.84562 0.0 -0.2 0.0
C 4.06188 0.43227 1.03449 0.1 0.0 0.1
C 5.25231 -0.23318 0.79207 -0.1 0.0 0.0
C 5.23826 -1.55133 0.35869 0.0 -0.1 0.0
C 4.03975 -2.21022 0.14815 0.0 -0.1 0.0
C 1.09332 -3.31967 -1.40455 -0.2 0.3 -0.1
C -0.39478 -3.33212 -1.79455 0.0 -0.1 0.1
C 1.62025 -4.75257 -1.35250 0.0 0.1 0.1
C 1.88862 -2.53876 -2.45636 -0.1 0.0 0.1
H -0.49417 -4.66517 2.58172 0.0 0.0 0.0
H -0.25845 -4.97208 0.86520 0.0 0.0 0.0
H -1.15475 -3.53442 1.39631 0.0 -0.1 0.0
H 2.01434 -4.93903 2.76339 0.0 0.0 0.0
H 3.10328 -3.72065 2.10202 0.0 0.0 0.0
H 2.38759 -4.94663 1.04549 0.0 0.0 0.0
H 1.03812 -3.04832 3.83495 0.0 0.0 0.0
H -0.08180 -1.99066 2.98119 0.1 0.0 0.0
H 1.67536 -1.68667 2.91384 0.0 0.0 0.1
H 1.92910 0.29754 1.03252 0.1 0.1 0.1
H 4.06154 1.46865 1.34528 0.0 0.0 0.0
H 6.19384 0.28255 0.92363 0.0 0.0 0.0
H 6.17094 -2.06532 0.16887 0.0 0.0 0.0
H 4.05246 -3.22654 -0.22392 0.0 0.0 0.0
H -0.99478 -3.89734 -1.07855 0.0 0.0 0.0
H -0.51302 -3.79155 -2.77776 0.1 0.0 0.0
H -0.79163 -2.31626 -1.84357 0.0 -0.1 -0.1
H 1.06255 -5.39321 -0.67142 0.0 0.0 0.0
H 2.67748 -4.78437 -1.09143 0.0 -0.1 0.0
H 1.52083 -5.17513 -2.35441 0.0 0.0 0.0
H 1.66254 -1.47311 -2.43110 0.0 -0.2 -0.1
H 1.65145 -2.91245 -3.45432 -0.1 -0.1 0.0
H 2.96211 -2.63599 -2.30558 -0.1 0.0 0.0
O 3.29555 4.71202 0.20066 0.0 -0.2 -0.5
C 2.73877 4.33700 1.35494 -0.3 -0.2 0.6
C 3.25709 4.76890 2.58129 0.0 0.1 -0.2
C 2.64108 4.44854 3.77385 0.0 -0.1 0.1
C 1.50190 3.65618 3.78592 -0.1 -0.1 0.0
C 0.99288 3.19622 2.58682 0.2 0.1 0.1
C 1.58952 3.51358 1.37099 -0.1 -0.1 -0.3
C 0.97933 3.00152 0.09003 1.1 0.9 -0.3
O 1.36465 3.39649 -0.97793 -0.5 -0.3 0.1
O -0.02825 2.14608 0.28819 -0.9 -0.5 -0.3
H 4.17433 5.08179 0.32940 0.0 0.1 0.2
H 4.13829 5.40045 2.57688 0.0 0.0 0.0
H 3.04988 4.82324 4.70310 0.0 0.0 0.0
H 1.01670 3.39673 4.71780 0.0 0.1 0.0
H 0.11833 2.56689 2.57143 0.0 0.2 -0.1
F 1.50909 0.67430 -1.79862 -0.1 -0.1 0.3
As 3.09212 1.06661 -2.73638 0.0 -0.8 -0.1
F 3.63544 1.90074 -1.33660 -0.1 0.1 -0.2
F 3.71473 -0.41077 -2.04885 0.1 0.4 -0.2
F 4.54494 1.33441 -3.59164 -0.1 0.0 0.0
F 2.37520 0.09265 -4.00082 0.1 0.2 0.1
F 2.33972 2.43912 -3.42143 -0.1 0.0 0.2
```
Forces are in eV/Å.

As for the spin multiplicity: 2. The value obtained for the total energy is -163980.43626 eV. Its largest force on an atom is 0.0279 Eh/bohr. Its net charge is +1. The expectation value of S² is 0.78. The HOMO-LUMO gap (alpha / beta) comes out at 5.99 / 5.27 eV.